Entry 1:
Below is 16 unconnected molecules or ions with the total composition C21H68F6N23O23S2, with properties calculated with ωB97M-V with the def2-TZVPD basis set.

The geometry in ORCA input format:
```
! wB97M-V def2-TZVPD RIJCOSX def2/J DEFGRID3
* xyz -2 2
C 1.814 -3.425 -0.754
F 1.265 -4.115 0.282
F 2.840 -2.735 -0.345
F 2.118 -4.154 -1.819
S 0.590 -1.924 -1.326
O 1.518 -0.925 -1.921
O -0.476 -2.447 -2.151
N -0.030 -1.459 0.263
S -0.202 0.082 0.151
O 0.931 0.860 0.593
O -0.762 0.524 -1.064
C -1.553 0.387 1.423
F -1.863 1.698 1.427
F -2.660 -0.305 1.011
F -1.090 0.050 2.646
C 3.726 1.953 1.280
O 3.490 1.864 0.068
N 3.597 0.924 2.069
N 4.266 2.920 1.907
H 3.855 1.001 3.043
H 3.087 0.134 1.700
H 4.302 3.818 1.447
H 4.489 2.781 2.883
C 2.742 3.859 -2.420
O 2.370 4.755 -3.211
N 3.940 3.374 -2.421
N 2.010 3.500 -1.516
H 4.275 2.782 -1.674
H 4.591 3.625 -3.151
H 2.401 2.742 -0.976
H 1.067 3.833 -1.371
C -2.206 2.128 4.464
O -1.310 2.958 4.562
N -3.201 2.281 3.631
N -2.477 1.183 5.326
H -3.914 1.587 3.457
H -3.019 2.814 2.792
H -2.067 1.180 6.249
H -3.240 0.532 5.206
C -6.156 0.674 -1.010
O -6.839 1.189 -0.166
N -5.036 0.026 -0.859
N -6.365 0.789 -2.307
H -4.644 -0.026 0.070
H -4.587 -0.373 -1.670
H -5.701 0.535 -3.024
H -7.143 1.408 -2.485
C -3.719 -1.611 -3.936
O -4.803 -1.111 -4.094
N -2.635 -1.099 -3.367
N -3.594 -2.873 -3.989
H -2.660 -0.126 -3.096
H -1.826 -1.636 -3.090
H -4.397 -3.485 -3.949
H -2.703 -3.254 -4.272
C -2.555 -3.275 5.789
O -2.017 -3.127 6.831
N -3.503 -4.112 5.533
N -2.245 -2.548 4.783
H -3.697 -4.759 6.283
H -3.824 -4.305 4.595
H -1.603 -1.778 4.910
H -2.609 -2.891 3.906
C 6.441 -2.903 0.887
O 7.276 -3.640 1.358
N 6.629 -1.870 0.162
N 5.230 -2.966 1.227
H 5.899 -1.232 -0.120
H 7.553 -1.562 -0.105
H 4.563 -2.346 0.789
H 4.934 -3.655 1.904
C -3.236 2.775 -2.753
O -4.113 2.131 -3.323
N -2.852 2.625 -1.513
N -2.523 3.675 -3.355
H -3.461 2.122 -0.883
H -2.079 3.179 -1.173
H -1.827 4.156 -2.802
H -2.866 3.879 -4.283
C 4.576 -4.472 -3.687
O 3.547 -4.016 -4.200
N 4.786 -4.512 -2.368
N 5.598 -4.941 -4.365
H 3.940 -4.278 -1.869
H 5.629 -4.867 -1.940
H 6.221 -5.603 -3.924
H 5.953 -4.378 -5.125
C 1.036 4.502 2.448
O 1.503 5.182 1.547
N 0.451 4.994 3.460
N 0.920 3.258 2.504
H 0.018 4.386 4.141
H 0.468 5.998 3.574
H 1.134 2.763 1.650
H 0.563 2.770 3.313
C 1.125 1.469 -4.515
O 1.488 2.057 -5.455
N 1.664 0.332 -4.314
N 0.137 1.702 -3.660
H 2.391 0.091 -4.973
H 1.505 -0.288 -3.533
H -0.414 2.545 -3.734
H -0.023 1.027 -2.926
C 4.731 -0.037 -2.783
C 5.003 0.238 -4.259
O 5.142 1.598 -4.296
O 5.740 0.339 -1.888
H 4.626 -1.121 -2.744
H 3.759 0.371 -2.503
H 4.201 0.033 -4.968
H 5.973 -0.059 -4.657
H 5.767 1.871 -3.620
H 5.734 1.291 -1.767
C -5.735 5.168 1.736
C -4.439 5.049 0.883
O -3.354 4.479 1.551
O -6.294 3.905 1.725
H -6.386 5.817 1.151
H -5.537 5.602 2.716
H -4.132 6.064 0.632
H -4.583 4.505 -0.050
H -2.691 4.247 0.898
H -7.046 3.928 2.321
C 1.504 -2.112 3.589
C 1.485 -3.571 3.879
O 0.316 -4.113 3.169
O 1.761 -1.713 2.240
H 2.023 -1.487 4.316
H 0.451 -1.836 3.640
H 1.469 -3.977 4.891
H 2.399 -3.960 3.430
H 0.325 -3.669 2.319
H 1.040 -1.700 1.607
C -2.714 -3.602 0.377
C -4.065 -4.223 0.890
O -4.826 -4.871 -0.070
O -1.851 -3.134 1.406
H -2.967 -2.722 -0.214
H -2.183 -4.271 -0.301
H -4.638 -3.559 1.536
H -3.698 -4.932 1.633
H -5.256 -4.151 -0.538
H -1.190 -2.648 0.908
*
```

Results
HOMO energy (alpha / beta), eV: 1.0042 / -4.1947
⟨S²⟩: 0.757
Orbital gap (alpha / beta), eV: 2.5670 / 7.7623


Entry 2:
Below is C5H8N2 in the gas phase, with properties calculated with ωB97M-V with the def2-TZVPD basis set.

The geometry in ORCA input format:
```
! wB97M-V def2-TZVPD RIJCOSX def2/J DEFGRID3
* xyz 0 1
C 1.465 -0.605 -0.782
C 0.740 0.341 0.132
C -1.089 1.971 -0.094
N -1.595 0.750 0.178
C -0.628 -0.189 0.730
C -0.995 -1.582 0.377
N -1.273 -2.668 0.088
H 0.800 -0.864 -1.609
H 2.360 -0.109 -1.174
H 1.747 -1.516 -0.261
H 1.380 0.654 0.964
H 0.481 1.212 -0.540
H -0.517 2.312 0.801
H -2.067 0.306 -0.592
H -0.660 -0.126 1.814
*
```

Results
Energy above the lowest of the compared OMol25 structures with the same formula, charge and spin, kJ/mol: 397.04
HOMO energy, eV: -8.8032
Orbital gap, eV: 9.1776


Entry 3:
Below is 2 unconnected molecules or ions with the total composition C6H13NO, with properties calculated with ωB97M-V with the def2-TZVPD basis set.

The geometry in ORCA input format:
```
! wB97M-V def2-TZVPD RIJCOSX def2/J DEFGRID3
* xyz -1 2
C 0.094 -0.718 2.508
N -1.182 -1.128 1.913
C -1.187 -1.030 0.424
C 0.109 2.955 -1.832
C 0.663 1.781 -1.546
C -0.023 0.497 -1.330
C -0.752 0.274 -0.145
H 0.490 0.192 2.051
H 0.810 -1.538 2.388
H -0.082 -0.603 3.565
H -1.898 -0.491 2.250
H -2.152 -1.437 0.089
H -0.458 -1.811 0.120
H -0.966 3.112 -1.896
H 0.701 3.852 -1.987
H 1.741 1.787 -1.322
H 0.053 -0.265 -2.102
H -0.986 1.130 0.491
H 1.180 -1.654 -1.571
H 1.884 -2.687 -0.617
O 1.960 -2.219 -1.453
*
```

Results
Energy above the lowest of the compared OMol25 structures with the same formula, charge and spin, kJ/mol: 219.05
HOMO energy (alpha / beta), eV: 0.6407 / -3.2997
⟨S²⟩: 0.753
Orbital gap (alpha / beta), eV: 3.4236 / 7.2592


no.,DFT total energy (hartree),F_max (eV/Å)
1,-5226.55865,9.4
2,-304.68427,2.1
3,-366.29000,1.1